Entry 1:
{
  "formula": "C44H44BrF4N2PS2ScSi2",
  "method": "ωB97M-V/def2-TZVPD",
  "symbols": ["Br", "Sc", "S", "S", "P", "Si", "Si", "F", "F", "F", "F", "N", "N", "C", "C", "C", "C", "C", "C", "C", "C", "C", "C", "C", "C", "C", "C", "C", "C", "C", "C", "C", "C", "C", "C", "C", "C", "C", "C", "C", "C", "C", "C", "C", "C", "C", "C", "C", "C", "C", "C", "C", "C", "C", "C", "C", "C", "H", "H", "H", "H", "H", "H", "H", "H", "H", "H", "H", "H", "H", "H", "H", "H", "H", "H", "H", "H", "H", "H", "H", "H", "H", "H", "H", "H", "H", "H", "H", "H", "H", "H", "H", "H", "H", "H", "H", "H", "H", "H", "H", "H"],
  "xyz": [[2.876, -2.782, 1.276], [0.231, -0.615, 1.066], [1.582, -1.465, 3.428], [-1.062, -2.832, 0.901], [1.433, -2.074, -1.515], [-2.512, 3.527, 1.368], [-1.082, 1.095, -0.812], [5.102, -4.851, 0.855], [2.334, -4.018, -3.767], [5.755, -6.247, -1.415], [4.322, -5.816, -3.710], [1.080, 1.380, 2.710], [-1.428, -0.511, 2.833], [-3.760, -0.091, 2.111], [-2.568, -0.782, 1.979], [-1.973, -4.228, -3.734], [2.993, -4.199, -2.607], [3.395, -3.706, -0.306], [3.853, -0.407, 4.434], [-4.834, -1.564, 0.553], [-2.504, -1.893, 1.112], [0.115, -2.891, -2.483], [4.748, -5.351, -1.424], [-2.437, 3.765, -0.499], [-2.967, 5.190, -2.381], [-4.885, -0.460, 1.390], [2.640, -3.462, -1.468], [-3.659, -2.270, 0.425], [-2.369, -0.035, -1.750], [4.415, -4.632, -0.278], [2.677, -0.154, 3.731], [-2.106, 2.989, -2.728], [-1.560, -1.457, 3.951], [-0.611, -2.266, -3.488], [-1.730, 5.033, 2.269], [4.519, 1.866, 4.176], [0.999, 2.663, 2.016], [0.066, 1.286, 3.783], [3.337, 2.137, 3.500], [2.409, -1.011, -4.063], [2.378, 1.153, 3.304], [-1.981, 2.765, -1.357], [-2.596, 4.172, -3.243], [0.384, 1.392, -2.106], [4.237, 0.557, -4.076], [-1.641, -2.941, -4.119], [-1.285, -4.838, -2.696], [-0.250, -4.171, -2.073], [4.331, 0.462, -2.696], [2.471, -1.086, -2.676], [-1.343, 0.863, 3.339], [4.759, 0.600, 4.684], [4.013, -5.126, -2.594], [-2.904, 4.969, -1.020], [-4.317, 3.459, 2.002], [3.454, -0.350, -2.010], [3.285, -0.187, -4.750], [3.220, -0.122, -5.828], [1.344, 1.087, -1.695], [3.191, 3.148, 3.148], [-2.197, -1.088, -1.546], [-3.588, -3.135, -0.215], [0.431, 0.565, 4.518], [-1.550, -5.834, -2.374], [-3.379, 0.197, -1.418], [5.647, 0.406, 5.270], [0.279, -4.635, -1.250], [-3.226, 5.754, -0.346], [-2.782, -4.750, -4.224], [-5.802, 0.100, 1.500], [-2.509, -1.287, 4.479], [-1.989, 0.985, 4.223], [-2.687, 4.304, -4.314], [0.055, 2.716, 1.466], [-1.556, -2.476, 3.566], [5.077, 1.030, -2.157], [1.685, -1.591, -4.613], [-4.865, 2.638, 1.553], [4.899, 1.219, -4.616], [-2.340, 0.104, -2.829], [-1.402, 4.785, 3.274], [-1.808, 2.219, -3.425], [-0.727, -1.351, 4.643], [-3.812, 0.742, 2.795], [4.021, -1.417, 4.774], [-4.859, 4.376, 1.774], [-4.340, 3.329, 3.082], [-2.186, -2.460, -4.920], [3.512, -0.417, -0.928], [0.475, 2.445, -2.365], [5.246, 2.656, 4.317], [0.242, 0.845, -3.035], [-3.304, 6.141, -2.774], [1.824, 2.743, 1.307], [-2.438, 5.854, 2.359], [-1.691, 1.556, 2.545], [-0.868, 5.403, 1.725], [1.052, 3.512, 2.713], [-0.034, 2.264, 4.276], [-5.707, -1.872, -0.008], [-0.375, -1.252, -3.771]],
  "e_tot_ev": -197650.82339,
  "gap_ev": 4.0,
  "homo_energy_ha": -0.07433,
  "relative_energy_kj_mol": 333.7,
  "fmax_ha_per_bohr": 0.0456,
  "total_charge": -1
}



Entry 2:
{
  "formula": "C44H44CrN2O4P2S",
  "method": "ωB97M-V/def2-TZVPD",
  "symbols": ["Cr", "S", "P", "P", "O", "O", "O", "O", "N", "N", "C", "C", "C", "C", "C", "C", "C", "C", "C", "C", "C", "C", "C", "C", "C", "C", "C", "C", "C", "C", "C", "C", "C", "C", "C", "C", "C", "C", "C", "C", "C", "C", "C", "C", "C", "C", "C", "C", "C", "C", "C", "C", "C", "C", "H", "H", "H", "H", "H", "H", "H", "H", "H", "H", "H", "H", "H", "H", "H", "H", "H", "H", "H", "H", "H", "H", "H", "H", "H", "H", "H", "H", "H", "H", "H", "H", "H", "H", "H", "H", "H", "H", "H", "H", "H", "H", "H", "H"],
  "xyz": [[-0.508, -0.265, -0.551], [1.987, -1.179, 0.032], [0.875, 1.812, -0.329], [-0.635, -0.796, 1.988], [-1.513, 0.506, -2.133], [-0.932, -2.195, -0.934], [3.047, -1.797, -0.791], [0.551, -0.899, -2.753], [-1.864, 1.419, -4.159], [-0.537, -4.227, -1.794], [-1.207, 3.216, 0.768], [-1.187, 0.469, 5.830], [-3.014, 2.188, -3.695], [-1.273, 5.589, 1.119], [4.461, 0.892, 2.448], [0.944, 3.078, -2.814], [-0.487, 0.109, 3.551], [0.311, -3.164, 3.186], [2.471, -3.431, 1.468], [2.303, 1.477, 0.753], [2.734, 0.162, 0.959], [-0.164, 1.389, 6.002], [2.972, 2.493, 1.434], [-1.327, -4.835, -0.722], [1.174, -4.243, 3.321], [-3.979, -3.211, 1.884], [-1.189, 0.645, -3.330], [0.075, 3.322, 0.238], [0.493, -2.218, 2.181], [4.037, 2.203, 2.272], [2.714, 1.494, -2.403], [-3.362, -0.513, 2.002], [1.430, 3.283, -4.097], [-2.651, -2.807, 1.921], [0.670, 4.582, 0.127], [0.169, -5.090, -2.741], [0.700, 1.669, 4.953], [-0.391, -2.915, -1.804], [1.611, -2.352, 1.356], [-2.331, -1.454, 1.992], [-1.502, 1.625, -5.555], [3.810, -0.134, 1.785], [0.051, -0.106, -3.813], [2.247, -4.384, 2.454], [-4.685, -0.919, 1.967], [0.478, -2.302, -2.896], [3.191, 1.699, -3.690], [-1.879, 4.346, 1.213], [1.588, 2.184, -1.957], [-4.996, -2.271, 1.911], [0.542, 1.032, 3.733], [2.551, 2.593, -4.538], [-0.001, 5.708, 0.571], [-1.351, -0.171, 4.611], [2.654, 3.521, 1.333], [1.242, -5.096, -2.545], [-1.861, 0.248, 6.646], [-3.913, 1.845, -4.207], [-0.207, -6.101, -2.627], [-1.690, 2.247, 0.839], [-0.738, -4.894, 0.197], [-2.383, 1.474, -6.177], [-2.857, 3.242, -3.930], [0.053, -2.584, -3.864], [2.920, -5.225, 2.550], [-3.138, 0.546, 2.072], [4.073, 1.167, -4.021], [-1.794, 6.473, 1.462], [-0.513, -3.055, 3.880], [-4.218, -4.266, 1.844], [4.541, 3.007, 2.790], [0.074, 3.629, -2.477], [-2.158, -0.881, 4.492], [-2.873, 4.255, 1.628], [1.226, 1.258, 2.925], [1.500, 2.386, 5.083], [3.310, -3.510, 0.789], [-5.477, -0.183, 1.992], [-0.015, -4.779, -3.769], [-0.189, -0.716, -4.687], [-3.131, 2.062, -2.625], [1.487, -2.718, -2.842], [-0.042, 1.887, 6.954], [-1.616, -5.835, -1.028], [-0.730, 0.933, -5.877], [4.132, -1.160, 1.904], [5.296, 0.673, 3.100], [2.936, 2.764, -5.535], [1.646, 4.690, -0.331], [0.822, 0.615, -4.100], [3.238, 0.794, -1.763], [-2.214, -4.235, -0.537], [-1.868, -3.550, 1.889], [1.008, -4.970, 4.105], [-6.030, -2.588, 1.890], [0.945, 4.001, -4.746], [0.464, 6.680, 0.484], [-1.137, 2.643, -5.693]],
  "s_squared": 6.021,
  "e_tot_ev": -115336.16917,
  "multiplicity": 5,
  "gap_ev": [8.3, 8.7],
  "homo_energy_ha": [-0.46960, -0.49012],
  "relative_energy_kj_mol": 0.0,
  "fmax_ha_per_bohr": 0.0117,
  "total_charge": 2
}